Record 1
Molecular formula: C8H16N2O2PS
Method: DFT, ωB97M-V with the def2-TZVPD basis set

Values from the calculation:
- total charge = -1
- HOMO energy (Eh) = -0.131

The geometry in XYZ format:
```
30
Properties=species:S:1:pos:R:3:forces:R:3:mulliken_charge:R:1
H -3.20748 0.08090 -3.10305 -0.011 -0.062 -0.031 0.350
H 0.68801 -0.66853 1.27993 0.014 -0.127 0.046 -0.080
H -1.78232 -1.00852 0.03866 0.064 0.011 0.036 -0.069
C 1.24652 2.46329 2.85149 -0.051 0.006 -0.001 -0.444
N 1.27784 1.45921 -0.73187 0.045 -0.141 0.227 1.045
C -2.29582 -2.79581 -1.61764 -0.010 -0.063 -0.086 -0.836
H -3.89566 -2.16327 -2.71438 0.031 0.017 -0.012 0.238
H -1.90899 -1.03440 -3.62257 -0.011 0.020 -0.012 0.286
C 2.60199 2.64636 3.08681 -0.016 -0.004 -0.008 -0.437
H -2.09241 -2.86421 0.86245 -0.019 0.033 -0.045 -0.016
P -1.20163 -2.32750 -0.16510 -0.093 -0.113 -0.037 -0.033
H -0.53311 -3.62635 -0.25134 0.002 0.051 -0.022 0.010
H 2.94155 2.93719 4.07279 0.000 -0.003 -0.001 0.360
H 4.58535 2.56516 2.26558 -0.008 0.004 0.011 0.350
H -1.60232 -3.11882 -2.41624 -0.054 -0.041 -0.029 0.323
N -3.21255 -1.75835 -2.08581 0.001 0.043 0.058 -0.407
C -2.50495 -0.68454 -2.76277 0.019 0.061 0.081 -0.532
H -2.88063 -3.66071 -1.29264 -0.008 -0.002 -0.037 0.423
C 1.74615 1.89296 0.60395 -0.048 -0.118 -0.076 0.036
O 2.11795 1.10639 -1.53563 0.014 0.116 -0.077 -0.630
C 3.10362 2.04713 0.81297 -0.101 0.027 0.021 -0.532
H -0.23836 1.89473 1.37255 -0.008 0.007 0.067 0.420
S 0.29002 -1.86645 1.74369 0.110 0.255 0.076 -0.528
H 0.53047 2.59779 3.65100 0.012 -0.011 0.002 0.360
O 0.08403 1.47531 -0.92799 -0.057 0.073 -0.173 -0.568
C 3.52801 2.43811 2.07295 0.050 -0.012 -0.046 -0.365
H -0.15641 -1.75274 -1.01782 0.006 0.020 0.094 -0.099
C 0.80165 2.08189 1.59533 0.098 -0.009 -0.044 -0.058
H -1.81579 -0.20700 -2.06440 -0.010 -0.049 -0.018 0.002
H 3.78526 1.85078 -0.00091 0.041 0.011 0.037 0.434
```
Forces are in eV/Å.

---

Record 2
Molecular formula: C4H11NO2
Method: DFT, ωB97M-V with the def2-TZVPD basis set

Values from the calculation:
- SMILES = CCCNC=O.O
- HOMO energy (Eh) = -0.349
- energy relative to the best compared isomer or geometry (same formula, charge and spin) (kcal per mole) = 11.6

The geometry in XYZ format:
```
18
Properties=species:S:1:pos:R:3:forces:R:3:mulliken_charge:R:1
H -1.86182 0.08122 -2.04656 -0.038 -0.018 0.018 0.305
H -0.48394 -2.12039 1.25230 0.154 -0.006 0.472 0.330
C 1.25670 -0.90667 0.59478 -0.982 0.203 -0.150 -0.413
H 0.24928 0.42186 1.94674 -0.146 -0.002 -0.011 0.370
H 0.51914 -2.83780 -0.01383 -0.033 -0.120 0.078 0.332
H -1.48261 2.63851 -0.28827 0.170 -0.138 -0.297 0.332
H 0.12115 0.90759 -0.94032 -0.573 0.343 -0.226 0.292
C 0.79173 0.48421 1.00467 -0.083 0.035 0.116 -0.657
H 1.78882 -0.85584 -0.35542 0.487 0.024 0.165 0.280
H 1.64492 1.13289 1.21978 0.106 -0.019 -0.103 0.306
O -1.00722 0.04626 -2.48682 0.045 0.012 -0.047 -0.641
C -0.82618 2.16328 0.45849 -0.353 0.360 -0.410 -0.074
H -1.19593 -0.15853 -3.40552 -0.024 -0.014 -0.096 0.288
O -0.83763 2.56410 1.60337 0.031 -0.067 0.238 -0.563
H 1.87721 -1.25196 1.41023 0.561 -0.177 -0.094 0.309
H -0.58710 -1.52887 -0.35416 0.013 0.081 -0.264 0.173
C 0.11999 -1.90445 0.37957 -0.142 0.082 -0.335 -0.947
N -0.08651 1.12459 0.02097 0.805 -0.580 0.947 -0.022
```
Forces are in eV/Å.

---

Record 3
Molecular formula: C5H11AuO4
Method: DFT, ωB97M-V with the def2-TZVPD basis set

Values from the calculation:
- expectation value of S² = 2.013
- total charge = +2
- HOMO energy (spin up / spin down) (Eh) = -0.617 / -0.611
- 2S+1 = 3
- energy relative to the best compared isomer or geometry (same formula, charge and spin) (kcal per mole) = 62.8

The geometry in XYZ format:
```
21
Properties=species:S:1:pos:R:3:forces:R:3:mulliken_charge:R:1
C -3.68410 0.45083 -0.22327 -1.272 -0.028 0.163 -0.759
H -1.03701 1.16555 1.04349 -0.444 -0.739 -0.271 0.099
H -2.09444 -0.21547 1.40340 0.408 -0.147 -0.275 0.509
H -0.54690 -1.07013 -0.86014 0.010 0.173 0.160 0.444
C -1.49687 0.23027 0.58836 -0.258 1.303 0.668 -0.406
C -0.37462 -0.67365 0.14840 -1.538 -1.454 -0.193 -0.434
H 3.38025 0.31669 -1.34829 0.084 0.485 0.263 0.359
H 2.07153 -1.52842 0.71845 -0.005 0.179 -0.126 0.350
C 2.04991 -0.87917 -0.16418 -0.392 -0.397 -0.256 -0.214
O 0.90976 0.01533 0.12677 -0.681 -1.109 -0.085 0.259
H -4.22003 0.72744 -1.13837 0.211 -0.116 0.283 0.249
H -0.21630 -1.49953 0.84896 0.192 0.160 -0.024 0.369
O 3.45187 0.92786 0.63979 2.200 -1.645 0.084 -0.267
Au 1.94917 2.05455 0.37694 3.002 8.500 4.397 0.849
C 3.33314 -0.07193 -0.31332 1.045 -1.872 -0.594 -0.282
O 0.82155 1.22607 -0.69648 -4.129 -4.119 -4.029 -0.288
H 1.80843 -1.45446 -1.06741 0.296 0.181 0.134 0.395
H -3.94862 -0.58207 0.06057 0.044 0.295 -0.128 0.356
H -3.99444 1.13085 0.58758 0.157 -0.146 -0.256 0.339
H 4.14359 -0.82189 -0.23414 -0.039 0.507 0.138 0.413
O -2.30588 0.55127 -0.49713 1.108 -0.011 -0.052 -0.342
```
Forces are in eV/Å.

---

Record 4
Molecular formula: C7H12N2OS
Method: DFT, ωB97M-V with the def2-TZVPD basis set

Values from the calculation:
- SMILES = CC1=NC(C)=[N+]([S-])[C@@H](O)[C@@H]1C
- HOMO energy (spin up / spin down) (Eh) = -0.262 / -0.269
- energy relative to the best compared isomer or geometry (same formula, charge and spin) (kcal per mole) = 42.5

The geometry in XYZ format:
```
23
Properties=species:S:1:pos:R:3:forces:R:3:mulliken_charge:R:1
C 1.58045 -0.78326 -2.04987 -0.022 0.105 -0.113 -1.218
S -1.56185 0.01976 2.85646 -0.446 0.151 1.207 -0.381
H 0.58642 1.38875 1.96897 -0.152 -0.250 -0.184 0.459
H -3.07622 -1.15967 -0.68892 0.047 -0.045 -0.108 0.325
H 2.10205 0.96576 -0.05041 -0.056 -0.044 -0.034 0.539
H 0.59902 2.92584 -0.02293 0.028 0.073 0.026 0.400
O 1.50544 -0.45219 1.88931 0.165 -0.265 -0.069 -0.549
C -2.59654 -1.35309 0.26902 -0.066 0.221 0.101 -1.236
C 1.02261 0.80045 -0.06987 -0.183 -0.340 0.495 0.044
H 0.54326 2.19930 -1.63991 -0.001 0.136 -0.061 0.390
N -0.42612 -1.00760 -0.76574 1.109 -0.436 -1.527 -0.505
H -0.77518 1.92172 -0.49883 -0.079 0.040 -0.022 0.302
C 0.59533 0.46727 1.36405 0.424 0.673 -0.136 -0.432
C 0.67831 -0.37260 -0.94402 -0.310 0.125 0.266 0.583
H 2.32354 -0.01555 -2.25037 0.076 -0.002 -0.068 0.353
H -2.53828 -2.43358 0.40159 0.003 -0.089 0.051 0.265
H 0.99941 -0.98636 -2.94664 0.010 -0.058 -0.048 0.358
H 1.22128 -0.68849 2.78263 -0.123 0.074 0.006 0.400
H 2.09317 -1.70359 -1.76997 0.085 -0.043 0.029 0.296
C -1.23348 -0.78581 0.26141 0.850 2.665 4.687 0.587
H -3.18254 -0.93040 1.08065 0.001 -0.038 -0.014 0.391
N -0.76203 -0.06417 1.41348 -1.401 -2.484 -4.429 0.055
C 0.30195 2.04751 -0.59009 0.041 -0.170 -0.053 -1.425
```
Forces are in eV/Å.

---

Record 5
Molecular formula: C6H12AlF3NO10S2
Method: DFT, ωB97M-V with the def2-TZVPD basis set

Values from the calculation:
- total charge = +1
- HOMO energy (Eh) = -0.517
- energy relative to the best compared isomer or geometry (same formula, charge and spin) (kcal per mole) = 38.9

The geometry in XYZ format:
```
35
Properties=species:S:1:pos:R:3:forces:R:3:mulliken_charge:R:1
H 0.88221 -3.43793 -4.79529 0.219 -0.218 0.317 0.260
H -3.00406 2.15144 3.25767 0.260 -0.388 0.307 0.356
F 3.17076 2.05902 0.60220 -0.526 -0.051 -0.120 -0.377
H -0.60371 -2.78978 -4.23524 -0.122 0.215 0.857 0.255
H 2.77712 -5.41518 -0.49380 -0.228 0.769 1.030 0.298
H -4.13136 4.28046 -0.09897 -0.726 -0.111 -0.892 0.280
O 0.34478 -0.07903 3.19891 1.130 0.007 -1.629 -0.479
H 0.98425 -1.86469 -4.04309 -0.598 0.290 -0.514 0.315
O -1.21883 2.58395 -0.06857 1.628 -1.363 -2.219 -0.581
O -1.33281 2.54750 2.16395 0.317 0.468 -1.566 -0.167
O 1.86331 -3.49011 -0.84208 1.099 0.966 2.028 -0.269
C -1.86120 2.66568 0.94460 -1.799 1.953 2.997 0.732
C 1.37838 -2.69718 -1.71883 0.200 -0.034 -2.709 0.880
C -3.83558 3.23789 -0.24513 -0.940 2.066 0.030 -0.713
H 0.88670 -5.23363 -0.68279 0.425 -0.500 1.016 0.335
O -3.13685 3.12595 0.98185 2.433 -2.105 0.407 -0.309
O 1.58655 -1.47252 -1.69591 -0.692 0.628 0.363 -0.565
N 1.54536 0.47053 0.83280 -0.763 -2.294 0.633 0.092
H -2.56485 3.73667 3.60742 0.610 0.759 -1.419 0.335
O 0.83979 -3.35753 -2.75237 -0.646 -0.994 1.318 -0.355
C 1.90520 -4.91386 -0.89975 -1.511 -0.744 -2.896 -0.685
S 2.59223 1.09270 1.80993 6.206 8.596 -1.361 0.978
H -3.24710 3.21250 -1.15900 0.221 -0.496 0.292 0.329
O 1.89257 -1.74837 2.18662 -0.596 1.838 -0.362 -0.485
C 0.45914 -2.82038 -4.00251 1.196 1.051 -0.770 -0.662
Al 0.71761 1.29658 -1.58467 -0.048 1.459 0.973 1.635
S 1.03363 -0.60075 2.04970 -4.387 -4.490 -0.522 1.053
F 0.68764 3.28102 -3.43132 0.048 -2.599 2.242 -0.391
C -2.11569 2.78142 3.32286 -1.633 -0.657 1.611 -0.748
O 2.12283 2.12641 2.70441 -0.018 -2.236 -0.388 -0.461
F -0.12430 -1.09132 1.04233 0.006 -0.102 0.694 -0.279
H -1.52752 2.57681 4.21499 0.333 -0.666 -0.470 0.283
O 3.80711 0.36789 2.02017 -1.615 -0.901 0.917 -0.467
H 1.94346 -5.18228 -1.95952 0.268 0.045 -0.084 0.307
H -4.71680 2.60012 -0.23157 0.250 -0.161 -0.110 0.270
```
Forces are in eV/Å.

---

Record 6
Molecular formula: CH16BF4O7
Method: DFT, ωB97M-V with the def2-TZVPD basis set

Values from the calculation:
- total charge = -1
- HOMO energy (Eh) = -0.299
- energy relative to the best compared isomer or geometry (same formula, charge and spin) (kcal per mole) = 17.5

The geometry in XYZ format:
```
29
Properties=species:S:1:pos:R:3:forces:R:3:mulliken_charge:R:1
H -0.58817 -1.81040 3.52231 0.342 0.272 -0.236 0.334
H -2.52806 1.45479 3.43480 0.265 0.103 -0.270 0.336
F 1.02282 -0.01669 1.98328 0.853 -0.529 0.782 -0.426
H -2.19400 -4.30914 -0.06883 0.150 -0.124 -0.101 0.299
F 1.11076 1.02767 -0.01120 1.074 0.693 -1.328 -0.417
H 1.86426 3.61546 -3.54418 0.055 -0.063 0.258 0.327
O -1.37011 -2.23006 3.88103 -0.203 0.010 0.406 -0.674
H 3.71306 2.93956 3.10249 -0.118 0.132 0.084 0.300
O -2.70547 -3.80866 0.56690 -0.151 -0.160 0.210 -0.635
H -2.56614 0.12493 4.15723 0.219 -0.376 -0.032 0.349
H 3.20284 1.73822 2.33545 -0.398 -0.287 -0.162 0.353
H -2.68446 -2.91009 0.23772 0.040 0.385 -0.037 0.340
O -3.03324 0.95659 4.07731 -0.373 0.168 0.231 -0.678
C -0.73215 -0.17013 -3.89878 -0.215 -0.511 -0.157 -0.540
F -0.76983 0.06629 0.66852 -1.423 -0.642 -0.518 -0.424
H 1.81378 -2.90125 -0.73466 -0.165 -0.106 0.060 0.296
O 2.51069 -2.25611 -0.61487 0.307 -0.265 -0.187 -0.628
O 1.55916 3.72809 -4.44443 0.192 0.180 -0.292 -0.653
H 2.08853 -1.41320 -0.78078 -0.153 0.455 0.220 0.319
H 0.24352 -0.44576 -4.29905 -0.046 -0.369 -0.265 0.273
O 4.00780 2.19813 2.57368 0.423 0.078 0.039 -0.670
B 0.33020 0.78290 1.08139 -0.584 -0.226 1.171 0.694
H 0.12522 0.82240 -2.57556 -0.033 0.500 0.594 0.295
O -0.61124 1.00371 -3.16407 0.246 0.895 0.142 -0.458
H -1.81695 -2.59694 3.11816 -0.122 -0.111 -0.287 0.323
H -1.44308 -0.02937 -4.71294 0.061 0.074 -0.011 0.235
F -0.07796 1.93665 1.76797 0.028 0.491 -0.198 -0.385
H -1.11639 -0.94374 -3.23396 0.007 -0.471 -0.198 0.194
H 0.64463 3.44617 -4.42494 -0.277 -0.197 0.083 0.322
```
Forces are in eV/Å.